Record 1
ORCA calculation (wB97M-V/def2-TZVPD) on an isolated molecule of C23H25N3O3S.

Each line ends with the Mulliken charge.
Geometry (Å):
C -2.351 -1.273 2.241  -1.153
N -2.316 -1.307 0.792  0.475
C -1.232 -1.826 0.163  0.621
O -0.305 -2.320 0.769  -0.630
C -1.264 -1.687 -1.353  -0.660
S 0.168 -2.480 -2.159  -0.265
C 1.500 -1.526 -1.512  -0.147
C 1.810 -0.235 -1.832  -0.510
N 2.918 0.166 -1.137  0.274
C 3.499 1.479 -1.222  -0.768
C 2.438 2.581 -1.116  0.900
O 2.241 3.343 -2.042  -0.685
N 1.759 2.673 0.047  0.100
C 1.803 1.779 1.183  -0.991
C 0.481 1.005 1.255  0.234
O -0.621 1.884 1.335  -0.479
C -0.655 2.769 0.236  -0.206
C 0.635 3.587 0.138  -1.202
C 3.354 -0.884 -0.368  -0.071
C 4.432 -0.986 0.504  -0.658
C 4.614 -2.185 1.159  -0.701
C 3.749 -3.265 0.960  -0.696
C 2.683 -3.176 0.096  -0.616
C 2.479 -1.975 -0.576  1.040
C -3.428 -0.729 0.126  -0.470
C -3.634 0.643 0.193  0.065
C -4.731 1.207 -0.433  -0.813
C -5.629 0.407 -1.120  -0.429
C -5.434 -0.963 -1.172  -0.698
C -4.340 -1.534 -0.547  -0.125
H -3.284 -1.709 2.599  0.366
H -1.507 -1.856 2.605  0.349
H -2.269 -0.247 2.604  0.347
H -1.300 -0.632 -1.632  0.297
H -2.133 -2.188 -1.775  0.505
H 1.317 0.439 -2.508  0.565
H 3.991 1.619 -2.193  0.284
H 4.246 1.599 -0.435  0.366
H 2.635 1.082 1.128  0.309
H 1.910 2.389 2.089  0.383
H 0.447 0.378 2.146  0.526
H 0.390 0.364 0.367  -0.209
H -1.513 3.424 0.393  0.470
H -0.795 2.202 -0.698  0.202
H 0.629 4.215 -0.753  0.486
H 0.752 4.207 1.032  0.317
H 5.116 -0.163 0.664  0.380
H 5.444 -2.293 1.842  0.398
H 3.930 -4.183 1.499  0.390
H 2.006 -4.000 -0.060  0.435
H -2.931 1.257 0.734  0.389
H -4.886 2.274 -0.384  0.385
H -6.484 0.849 -1.609  0.400
H -6.140 -1.591 -1.695  0.380
H -4.193 -2.604 -0.569  0.544

Properties
Relative energy (zero: lowest compared OMol25 entry of this formula, charge and spin)   21.76 kcal/mol
HOMO energy   -7.88 eV
2S+1   1
Net charge   0
SMILES   CN(C(=O)CSc1cn(CC(=O)N2CCOCC2)c2ccccc12)c1ccccc1
Total energy   -1679.649537 Eh

***

Record 2
ORCA calculation (wB97M-V/def2-TZVPD) on an isolated molecule of C23H25N3O4 at a distorted geometry.

Each line ends with the Mulliken charge.
Geometry (Å):
C 2.028 -3.345 -1.215  -0.937
O 2.836 -2.583 -0.349  -0.500
C 2.235 -1.678 0.464  0.512
C 0.880 -1.413 0.479  -0.892
C 0.336 -0.445 1.337  0.868
C -1.059 -0.114 1.364  -0.267
C -2.073 -0.516 0.556  0.390
C -1.953 -1.377 -0.543  -0.360
N -1.941 -2.068 -1.465  -0.623
C -3.442 0.026 0.859  0.526
O -3.626 0.773 1.798  -0.713
N -4.404 -0.404 -0.002  0.073
C -5.769 -0.105 -0.012  0.624
C -6.373 0.728 0.924  -0.349
C -7.732 0.973 0.846  -0.647
C -8.500 0.400 -0.153  -0.487
C -7.899 -0.429 -1.086  -0.522
C -6.543 -0.682 -1.019  -0.553
C 1.198 0.235 2.204  -1.177
C 2.553 -0.015 2.189  -0.375
C 3.099 -0.950 1.318  1.160
O 4.417 -1.288 1.302  -0.545
C 5.351 -0.235 1.205  -0.617
C 5.323 0.350 -0.215  -0.961
N 4.012 0.899 -0.498  0.598
C 3.880 2.299 -0.140  -0.882
C 2.420 2.723 -0.307  -0.227
O 1.972 2.510 -1.623  -0.459
C 2.105 1.153 -1.975  0.004
C 3.558 0.689 -1.860  -0.996
H 1.491 -2.713 -1.929  0.356
H 1.308 -3.955 -0.662  0.359
H 2.713 -3.998 -1.753  0.263
H 0.220 -1.949 -0.181  0.337
H -1.364 0.580 2.141  0.498
H -4.108 -1.025 -0.745  0.014
H -5.779 1.175 1.703  0.482
H -8.194 1.620 1.577  0.366
H -9.560 0.597 -0.207  0.375
H -8.488 -0.882 -1.870  0.367
H -6.074 -1.329 -1.747  0.340
H 0.795 0.967 2.889  0.424
H 3.198 0.520 2.869  0.393
H 5.161 0.548 1.947  0.276
H 6.325 -0.686 1.407  0.426
H 5.517 -0.468 -0.911  0.455
H 6.125 1.097 -0.319  0.357
H 4.179 2.436 0.901  0.443
H 4.518 2.936 -0.779  0.344
H 2.305 3.791 -0.113  0.384
H 1.798 2.150 0.397  -0.019
H 1.753 1.067 -3.004  0.368
H 1.477 0.535 -1.316  -0.109
H 3.617 -0.376 -2.092  0.484
H 4.174 1.251 -2.585  0.354

Properties
Relative energy (zero: lowest compared OMol25 entry of this formula, charge and spin)   92.19 kcal/mol
HOMO energy   -8.00 eV
2S+1   1
Net charge   0
SMILES   COc1cc(/C=C(\C#N)C(=O)Nc2ccccc2)ccc1OCCN1CCOCC1
Total energy   -1356.631915 Eh

***

Record 3
ORCA calculation (wB97M-V/def2-TZVPD) on a cluster of 2 separate species, C23H25N3O5 in total at a distorted geometry.

Each line ends with the Mulliken charge.
Geometry (Å):
C 4.286 2.608 2.477  -1.033
N 3.203 1.844 3.095  0.047
C 3.190 0.520 3.292  0.339
O 4.155 -0.181 3.008  -0.697
C 1.943 -0.144 3.919  0.278
C 0.918 -0.626 2.869  -1.859
C 0.910 0.154 1.566  0.802
C 0.075 1.275 1.407  0.220
C 0.144 2.047 0.234  -1.070
C 1.026 1.682 -0.797  -0.506
C 1.840 0.545 -0.655  -0.814
C 1.787 -0.214 0.526  -0.272
N 1.277 0.584 5.020  -0.183
C 0.741 1.805 5.048  0.801
C 0.134 2.222 6.366  -1.396
O 0.712 2.578 4.102  -0.690
H 4.712 3.300 3.203  0.327
H 3.896 3.172 1.629  0.306
H 5.072 1.941 2.120  0.360
H 2.347 2.341 3.319  0.158
H 2.332 -1.053 4.378  0.382
H -0.086 -0.632 3.296  0.515
H 1.157 -1.662 2.626  0.409
H -0.602 1.564 2.197  0.361
H -0.478 2.924 0.127  0.476
H 1.076 2.272 -1.701  0.536
H 2.516 0.262 -1.449  0.446
H 2.443 -1.064 0.647  0.391
H 1.219 0.078 5.888  0.282
H -0.313 3.209 6.254  0.350
H 0.912 2.259 7.126  0.353
H -0.635 1.507 6.653  0.377
C -5.072 -2.348 -2.218  -1.582
C -3.868 -2.605 -3.087  1.509
C -3.742 -3.816 -3.742  -0.553
C -2.592 -4.079 -4.588  -0.074
O -2.461 -5.142 -5.171  -0.709
N -1.630 -3.116 -4.749  -0.059
C -1.710 -1.883 -4.106  -1.214
C -0.702 -0.933 -4.292  1.281
C -0.768 0.290 -3.664  0.744
C -1.832 0.606 -2.823  -0.896
C -2.854 -0.332 -2.623  -0.957
C -2.808 -1.587 -3.266  0.916
O 0.300 1.060 -3.989  -0.481
C 1.091 0.242 -4.872  -0.352
O 0.423 -1.022 -5.052  -0.551
H -5.743 -3.212 -2.208  0.340
H -5.630 -1.485 -2.593  0.347
H -4.758 -2.147 -1.189  0.355
H -4.484 -4.599 -3.649  0.387
H -0.833 -3.334 -5.337  0.218
H -1.853 1.573 -2.331  0.413
H -3.676 -0.070 -1.965  0.399
H 2.084 0.082 -4.442  0.280
H 1.210 0.741 -5.838  0.244

Properties
Relative energy (zero: lowest compared OMol25 entry of this formula, charge and spin)   22.69 kcal/mol
HOMO energy   -8.18 eV
2S+1   1
Net charge   0
SMILES   CNC(=O)[C@H](Cc1ccccc1)NC(C)=O.Cc1cc(=O)[nH]c2c3c(ccc12)OCO3
Total energy   -1431.958868 Eh

***

Record 4
ORCA calculation (wB97M-V/def2-TZVPD) on an isolated molecule of C23H25N3O5 at a distorted geometry.

Each line ends with the Mulliken charge.
Geometry (Å):
C -3.811 0.131 -3.521  -2.112
C -4.093 -0.497 -2.154  2.072
C -5.593 -0.356 -1.860  -1.634
C -3.711 -1.982 -2.221  -1.606
C -3.305 0.163 -1.034  0.691
C -3.446 -0.301 0.272  -1.101
C -2.741 0.261 1.317  -1.188
C -1.860 1.312 1.094  0.324
C -1.095 1.905 2.269  2.255
C -2.013 2.800 3.107  -1.738
N -0.477 0.864 3.069  0.006
C 0.865 0.866 2.992  0.296
O 1.640 0.072 3.481  -0.744
N 1.229 1.987 2.246  0.193
C 2.594 2.401 2.006  -1.213
C 3.287 1.551 0.920  0.821
O 3.658 2.037 -0.123  -0.662
N 3.423 0.260 1.301  -0.004
C 3.956 -0.813 0.581  0.332
C 3.906 -2.067 1.185  -0.620
C 4.409 -3.201 0.557  -1.101
C 4.958 -3.034 -0.690  0.947
C 5.008 -1.779 -1.298  0.931
C 4.518 -0.650 -0.691  -1.110
O 5.599 -1.894 -2.527  -0.487
C 5.923 -3.259 -2.677  -0.250
O 5.518 -3.968 -1.525  -0.478
C 0.135 2.695 1.822  -0.188
O 0.163 3.745 1.237  -0.650
C -1.724 1.794 -0.198  -0.807
C -2.436 1.226 -1.241  -0.614
H -4.093 1.182 -3.535  0.426
H -2.761 0.039 -3.785  0.432
H -4.395 -0.382 -4.282  0.426
H -5.864 -0.845 -0.929  0.329
H -5.865 0.695 -1.786  0.379
H -6.174 -0.807 -2.662  0.459
H -3.956 -2.499 -1.297  0.334
H -4.247 -2.468 -3.034  0.455
H -2.643 -2.088 -2.400  0.376
H -4.118 -1.117 0.488  0.323
H -2.889 -0.126 2.316  0.299
H -2.293 3.667 2.513  0.349
H -2.912 2.259 3.392  0.389
H -1.497 3.137 4.003  0.427
H -0.985 0.098 3.475  0.247
H 3.159 2.330 2.940  0.366
H 2.560 3.438 1.661  0.409
H 3.037 0.006 2.210  0.120
H 3.464 -2.158 2.166  0.416
H 4.370 -4.169 1.027  0.418
H 4.560 0.314 -1.166  0.592
H 5.406 -3.666 -3.561  0.234
H 7.011 -3.368 -2.813  0.236
H -1.065 2.623 -0.403  0.535
H -2.293 1.635 -2.228  0.465

Properties
Relative energy (zero: lowest compared OMol25 entry of this formula, charge and spin)   0.00 kcal/mol
HOMO energy   -7.62 eV
2S+1   1
Net charge   0
SMILES   CC(C)(C)c1ccc([C@@]2(C)NC(=O)N(CC(=O)Nc3ccc4c(c3)OCO4)C2=O)cc1
Total energy   -1431.995029 Eh

***

What is the net charge in the second record?
0